140
Properties=species:S:1:pos:R:3:lowdin_charge:R:1 method="wB97M-V/def2-TZVPD" molar_mass_g_mol=1224.93 total_energy_ev=-274245.82282 spin_multiplicity=1 charge=-1
Ca -0.024 -0.180 -0.433 1.43
C -3.563 2.747 -3.717 -0.05
N -2.844 1.489 -3.733 -0.14
C -2.836 0.761 -4.984 -0.03
C -2.141 1.018 -2.672 -0.43
O -1.567 -0.059 -2.680 0.04
C -2.217 1.912 -1.447 -0.11
O -1.693 1.274 -0.297 -0.26
C -1.828 2.096 0.842 -0.14
C -1.041 3.398 0.696 -0.45
O -0.031 3.437 0.020 0.07
N -1.538 4.506 1.319 -0.14
C -2.697 4.524 2.187 -0.06
C -0.883 5.779 1.090 -0.04
H -3.835 3.003 -4.738 0.09
H -2.944 3.548 -3.312 0.09
H -4.483 2.670 -3.126 0.09
H -3.858 0.524 -5.291 0.09
H -2.277 -0.157 -4.840 0.08
H -2.345 1.344 -5.767 0.09
H -3.264 2.186 -1.255 0.14
H -1.631 2.804 -1.686 0.13
H -1.384 1.530 1.668 0.07
H -2.892 2.289 1.023 0.12
H -2.842 3.562 2.672 0.08
H -3.610 4.790 1.642 0.09
H -2.543 5.270 2.968 0.09
H 0.050 5.581 0.571 0.09
H -0.670 6.275 2.039 0.09
H -1.503 6.430 0.466 0.09
Br 2.366 -4.472 -1.883 0.75
C 0.490 -4.183 -1.872 -0.61
C -0.350 -5.189 -2.335 -0.19
C -1.706 -4.997 -2.324 -0.63
Br -2.820 -6.383 -3.019 0.71
C -2.279 -3.816 -1.813 -0.19
C -3.660 -3.541 -1.763 -0.04
C -4.091 -2.380 -1.182 -0.04
C -3.149 -1.504 -0.629 -0.14
N -1.857 -1.704 -0.696 0.05
C -1.405 -2.820 -1.297 -0.14
C 0.038 -2.948 -1.381 -0.45
O 0.813 -2.010 -1.016 -0.25
H 0.075 -6.108 -2.714 0.09
H -4.367 -4.251 -2.171 0.07
H -5.146 -2.145 -1.123 0.10
H -3.475 -0.609 -0.111 0.11
C 0.746 3.569 5.528 -0.12
C -0.030 2.921 4.382 -0.53
C -1.206 2.132 4.963 -0.13
P 0.841 1.817 3.074 1.14
C 2.460 2.819 2.950 -0.52
C 2.990 2.825 1.506 -0.13
C 3.630 2.549 3.895 -0.13
C 1.043 0.323 4.119 -0.35
C 1.706 0.365 5.351 -0.11
C 1.643 -0.643 6.293 -0.31
C 2.361 -0.548 7.616 -0.08
C 0.836 -1.747 5.993 -0.07
C 0.172 -1.845 4.800 -0.04
C 0.233 -0.835 3.781 -0.34
N -0.487 -0.945 2.661 0.08
C -1.172 -2.126 2.392 -0.26
C -0.533 -3.343 2.054 -0.20
C 0.966 -3.451 2.054 -0.02
C -1.288 -4.448 1.690 -0.02
C -2.677 -4.424 1.667 -0.29
C -3.460 -5.647 1.272 -0.06
C -3.302 -3.243 2.040 -0.04
C -2.579 -2.117 2.402 -0.23
C -3.295 -0.858 2.810 -0.05
H 0.078 4.233 6.088 0.07
H 1.582 4.170 5.171 0.06
H 1.118 2.818 6.225 0.06
H -0.428 3.741 3.772 0.07
H -0.842 1.432 5.717 0.08
H -1.719 1.544 4.197 0.05
H -1.932 2.797 5.442 0.07
H 2.080 3.831 3.136 0.08
H 3.689 2.002 1.352 0.06
H 3.523 3.761 1.314 0.07
H 2.183 2.724 0.783 0.04
H 3.974 1.520 3.795 0.07
H 3.388 2.739 4.939 0.05
H 4.461 3.206 3.619 0.07
H 2.299 1.235 5.594 0.07
H 3.028 0.315 7.636 0.07
H 2.952 -1.447 7.808 0.07
H 1.652 -0.442 8.443 0.07
H 0.728 -2.538 6.731 0.11
H -0.469 -2.700 4.613 0.11
H 1.368 -2.756 1.320 0.05
H 1.281 -4.462 1.794 0.08
H 1.377 -3.203 3.034 0.07
H -0.778 -5.365 1.408 0.12
H -3.726 -6.243 2.150 0.07
H -2.874 -6.283 0.607 0.07
H -4.384 -5.375 0.759 0.07
H -4.388 -3.209 2.045 0.11
H -3.011 -0.040 2.145 0.05
H -3.006 -0.563 3.822 0.08
H -4.377 -0.992 2.770 0.07
Cl 0.707 2.296 -8.035 0.69
C 0.476 0.613 -7.689 -0.60
C -0.149 -0.187 -8.628 -0.12
C -0.306 -1.537 -8.365 -0.09
C 0.099 -2.054 -7.146 -0.11
C 0.692 -1.240 -6.194 -0.57
Cl 1.043 -1.898 -4.638 0.84
C 0.953 0.118 -6.468 -0.30
N 1.661 0.972 -5.616 0.08
C 2.800 0.528 -4.947 -0.24
C 3.591 -0.459 -5.541 -0.07
C 4.735 -0.921 -4.922 -0.10
C 5.117 -0.397 -3.700 -0.11
C 4.367 0.620 -3.131 -0.06
C 3.219 1.117 -3.737 -0.15
C 2.452 2.241 -3.068 -0.04
C 0.999 1.851 -2.651 -0.61
O 0.068 2.314 -3.340 -0.01
O 0.905 1.079 -1.668 -0.20
H -0.484 0.242 -9.562 0.10
H -0.752 -2.186 -9.106 0.10
H -0.051 -3.101 -6.920 0.10
H 1.088 1.650 -5.112 0.11
H 3.277 -0.880 -6.488 0.11
H 5.324 -1.699 -5.391 0.10
H 5.992 -0.782 -3.191 0.09
H 4.676 1.048 -2.185 0.11
H 2.390 3.103 -3.738 0.12
H 2.973 2.515 -2.151 0.11
C 3.514 -1.298 -0.170 -0.01
C 2.745 -0.756 1.007 -0.56
N 3.306 -0.985 2.209 0.20
O 1.709 -0.093 0.891 -0.15
H 4.508 -0.846 -0.207 0.09
H 2.968 -1.079 -1.081 0.06
H 3.627 -2.377 -0.069 0.06
H 4.046 -1.656 2.307 0.11
H 2.752 -0.715 3.021 0.08